DFT (the ωB97M-V functional and the def2-TZVPD basis) results for a cluster of 6 separate species, C37H35BBrIN5O13 in total.

```
! RIJCOSX wB97M-V def2-TZVPD def2/J DEFGRID3
* xyz -1 1
O -0.360 -2.071 -4.125
H -3.734 -0.633 -4.503
H 0.318 4.004 1.988
C 5.543 -6.847 1.749
C -2.863 2.307 -1.084
C 1.669 0.953 2.443
C -2.132 4.688 -1.902
H -2.700 3.405 9.459
C -1.947 3.925 7.525
H -2.051 5.591 0.688
H -4.875 -4.450 -7.429
O -4.139 3.721 0.400
C 2.238 2.378 4.265
C 1.940 -3.555 -4.050
H -6.606 -2.793 -6.828
H 1.276 2.408 -3.131
O -1.186 3.630 -0.119
H -4.531 1.409 6.144
C -2.778 3.236 8.394
H -2.575 -4.206 -6.542
C 2.312 1.137 3.654
C 0.876 3.204 2.455
H 1.227 -3.799 -4.822
H -1.162 2.554 -3.311
C 3.763 -2.918 -2.048
H 5.648 -7.899 1.530
O 6.908 -5.459 -1.210
H 1.473 4.380 4.142
C -5.257 -1.629 -5.633
N 0.442 -1.766 -3.255
H 3.345 -5.058 -4.641
C -2.067 3.699 6.168
H 4.685 -7.168 3.681
C 3.129 -4.260 -3.944
H -2.011 -2.291 -5.070
O -0.390 5.215 5.710
B -1.138 5.132 0.014
C 0.697 2.867 -2.325
C 5.002 -6.433 2.954
C 4.867 -5.078 3.229
H 5.161 -3.079 2.510
C -5.599 -2.688 -6.455
C -3.979 -1.467 -5.145
N -6.290 -0.656 -5.245
O 0.275 -0.868 -2.465
C 1.381 3.662 -1.426
H 4.447 -4.758 4.173
O -7.428 -0.853 -5.637
O -5.947 0.272 -4.549
C -3.808 2.113 6.530
C 1.688 -2.536 -3.150
C 5.270 -4.133 2.296
O -1.364 4.233 4.054
H 4.472 -2.672 -1.270
C -4.625 -3.615 -6.789
H -3.180 1.910 -2.051
H -2.490 1.463 -0.514
H 2.359 -1.410 -1.452
H -4.360 1.800 8.578
H 6.133 -3.808 0.362
C -2.982 2.800 5.654
C -3.709 2.333 7.897
C 5.947 -5.892 0.836
O 1.229 -0.497 0.704
C -4.075 2.949 -0.486
I -6.021 2.337 -1.374
N -1.205 4.442 5.234
C 0.948 1.968 1.835
H 2.741 2.542 5.210
H 2.865 0.333 4.116
Br -2.501 4.846 -3.829
H -0.798 1.427 -2.027
N 6.539 -6.325 -0.439
O -1.161 5.535 -1.439
O 6.622 -7.518 -0.651
C 2.579 -2.207 -2.147
H 4.971 -4.487 -2.864
C -0.755 2.482 -2.298
N 1.769 -0.356 1.782
H 1.186 4.726 -1.418
C 4.040 -3.940 -2.945
H -3.057 2.637 4.589
H -0.079 5.600 0.432
H -1.221 4.628 7.905
C -3.333 -3.474 -6.293
H -3.055 5.042 -1.443
C -1.672 3.295 -1.388
C 5.816 -4.539 1.090
H 2.044 3.281 -0.653
C -3.010 -2.401 -5.471
O 2.398 -1.235 2.350
C 1.525 3.410 3.666
H 0.445 1.817 0.889
*
```

Output
Energy in a.u.: -5578.92029
HOMO energy in eV: -4.22
LUMO energy in Ha: 0.02028